Entry 1:
This record from OMol25 describes an isolated molecule of C17H24N2O2S. The level of theory is the ωB97M-V functional and the def2-TZVPD basis.

Element x y z (Å)
C  -7.233  -2.289  0.765
C  -6.153  -3.101  0.059
C  -5.081  -2.232  -0.600
C  -4.240  -1.454  0.410
C  -3.014  -0.782  -0.212
C  -3.340  0.345  -1.196
C  -3.894  1.614  -0.535
C  -2.839  2.665  -0.226
S  -1.680  2.187  1.111
C  -0.371  1.597  0.162
N  -0.260  1.571  -1.132
N  0.947  1.042  -1.401
C  1.521  0.769  -0.269
C  2.826  0.196  -0.065
C  3.313  -0.038  1.223
C  4.563  -0.583  1.399
C  5.359  -0.908  0.295
O  6.573  -1.438  0.583
C  7.428  -1.795  -0.478
C  4.872  -0.674  -0.990
C  3.617  -0.127  -1.165
O  0.719  1.105  0.784
H  -7.682  -1.574  0.078
H  -6.821  -1.743  1.609
H  -8.017  -2.944  1.137
H  -6.624  -3.717  -0.712
H  -5.681  -3.776  0.777
H  -4.420  -2.877  -1.185
H  -5.568  -1.541  -1.291
H  -3.893  -2.146  1.181
H  -4.859  -0.702  0.901
H  -2.389  -0.393  0.593
H  -2.431  -1.541  -0.741
H  -4.062  -0.026  -1.923
H  -2.433  0.606  -1.745
H  -4.610  2.088  -1.211
H  -4.428  1.360  0.382
H  -2.219  2.878  -1.095
H  -3.308  3.580  0.134
H  2.703  0.211  2.078
H  4.956  -0.770  2.385
H  8.326  -2.195  -0.009
H  6.979  -2.564  -1.114
H  7.695  -0.926  -1.088
H  5.464  -0.914  -1.859
H  3.230  0.059  -2.154

SMILES: CCCCCCCCSc1nnc(-c2ccc(OC)cc2)o1
Orbital gap, hartree: 0.31961
Relative energy (zero: lowest compared OMol25 entry of this formula, charge and spin), kcal per mole: 59.7

Entry 2:
This record from OMol25 describes an isolated molecule of C16H14Cl2FNO. The level of theory is the ωB97M-V functional and the def2-TZVPD basis.

Element x y z (Å)
C  0.908  -3.148  0.341
N  0.935  -3.247  -1.144
C  -0.238  -2.673  -1.873
C  -0.059  -1.208  -2.178
C  -1.354  -0.556  -2.712
C  -1.683  0.463  -1.685
C  -2.714  1.419  -1.593
C  -2.793  2.314  -0.502
F  -3.821  3.195  -0.414
C  -1.719  2.311  0.415
C  -0.643  1.441  0.316
C  0.454  1.462  1.280
C  0.104  1.363  2.644
C  1.126  1.387  3.654
C  2.483  1.415  3.287
Cl  3.803  1.385  4.470
C  2.784  1.459  1.917
C  1.810  1.505  0.916
Cl  2.256  1.790  -0.723
C  -0.674  0.494  -0.732
O  0.291  -0.444  -1.013
H  0.028  -3.692  0.776
H  0.845  -2.113  0.640
H  1.794  -3.591  0.774
H  1.855  -3.009  -1.527
H  -1.116  -2.784  -1.195
H  -0.444  -3.224  -2.779
H  0.713  -1.089  -2.950
H  -2.204  -1.262  -2.813
H  -1.159  -0.096  -3.695
H  -3.521  1.476  -2.312
H  -1.765  3.070  1.184
H  -0.928  1.318  2.952
H  0.821  1.318  4.686
H  3.828  1.551  1.588

SMILES: CNC[C@H]1Cc2cc(F)cc(-c3ccc(Cl)cc3Cl)c2O1
Orbital gap, hartree: 0.32226

Entry 3:
This record from OMol25 describes a structure of composition C2H3CrO3. The level of theory is the ωB97M-V functional and the def2-TZVPD basis.

Element x y z (Å)
O  -2.627  0.433  0.063
C  -3.361  -0.539  0.008
H  -4.452  -0.406  0.068
H  -2.954  -1.556  -0.129
O  2.439  -0.264  -0.015
C  1.174  0.029  0.073
O  1.140  1.347  0.028
Cr  -0.734  0.716  0.104
H  2.787  0.803  -0.074

Spin multiplicity: 5
Orbital gap (alpha / beta), hartree: 0.34436 / 0.36273
Net charge: +1
Expectation value of S²: 6.04
Relative energy (zero: lowest compared OMol25 entry of this formula, charge and spin), kcal per mole: 1.2

Entry 4:
This record from OMol25 describes a cluster of 2 separate species, C21H21F4O in total. The level of theory is the ωB97M-V functional and the def2-TZVPD basis.

Element x y z (Å)
C  3.097  -0.447  2.560
C  1.883  0.352  2.180
O  0.814  -0.164  2.996
C  -0.313  0.515  2.944
C  -1.487  -0.105  3.281
C  -2.731  0.601  2.913
C  -1.482  -1.541  3.652
H  3.922  -0.199  1.899
H  3.402  -0.199  3.582
H  2.905  -1.521  2.483
H  2.012  1.419  2.392
H  1.627  0.217  1.122
H  -0.256  1.534  2.542
H  -3.606  -0.028  3.118
H  -2.844  1.547  3.464
H  -2.731  0.861  1.838
H  -2.513  -1.886  3.784
H  -1.016  -2.158  2.867
H  -0.940  -1.725  4.586
F  2.941  1.716  7.559
C  1.817  0.934  7.402
C  1.915  -0.424  7.698
C  0.754  -1.175  7.521
F  0.809  -2.527  7.783
C  -0.444  -0.633  7.080
C  -0.523  0.757  6.774
C  -1.749  1.330  6.302
C  -1.976  2.705  6.217
C  -3.171  3.282  5.782
C  -3.364  4.688  5.580
C  -4.651  5.196  5.239
C  -4.825  6.553  5.018
F  -6.076  7.015  4.674
C  -3.789  7.484  5.126
C  -2.541  6.975  5.480
F  -1.493  7.862  5.608
C  -2.296  5.625  5.709
C  0.651  1.542  6.955
H  2.844  -0.871  8.044
H  -1.344  -1.241  7.013
H  -2.580  0.641  6.112
H  -1.176  3.374  6.549
H  -4.048  2.639  5.644
H  -5.483  4.501  5.149
H  -3.948  8.545  4.949
H  -1.297  5.284  5.972
H  0.627  2.614  6.770

Orbital gap, hartree: 0.16275
Net charge: +1

Entry 5:
This record from OMol25 describes a cluster of 7 separate species, C25H69N6O7 in total. The level of theory is the ωB97M-V functional and the def2-TZVPD basis.

Element x y z (Å)
C  0.601  0.436  -0.763
O  -0.563  0.159  -0.116
H  0.908  1.517  -0.625
H  1.454  -0.144  -0.302
H  0.569  0.252  -1.865
C  -4.431  0.785  -3.590
C  -3.068  0.324  -3.095
C  -1.939  0.716  -4.034
O  -1.869  2.123  -4.245
C  -1.344  2.466  -5.480
N  -2.864  0.898  -1.721
H  -5.166  0.923  -2.798
H  -4.839  0.150  -4.381
H  -4.318  1.804  -3.991
H  -2.976  -0.761  -2.951
H  -2.097  0.169  -4.986
H  -0.962  0.411  -3.633
H  -1.815  1.930  -6.307
H  -0.247  2.285  -5.539
H  -1.357  3.556  -5.573
H  -1.878  0.732  -1.411
H  -2.917  1.907  -1.918
C  -1.322  -4.602  0.963
C  -1.936  -3.231  0.763
C  -3.188  -3.357  -0.088
O  -3.596  -2.078  -0.499
C  -4.767  -2.088  -1.201
N  -2.344  -2.645  2.069
H  -0.851  -4.974  0.037
H  -2.009  -5.397  1.275
H  -0.492  -4.583  1.675
H  -1.176  -2.552  0.367
H  -3.978  -3.828  0.521
H  -2.890  -3.995  -0.940
H  -5.685  -2.413  -0.679
H  -4.774  -2.665  -2.143
H  -4.980  -1.060  -1.501
H  -1.582  -2.632  2.743
H  -2.951  -3.387  2.449
C  -2.317  0.533  6.620
C  -2.163  0.222  5.139
C  -0.839  -0.445  4.870
O  -0.564  -0.461  3.486
C  0.517  -1.231  3.081
N  -3.267  -0.588  4.597
H  -3.329  0.854  6.891
H  -1.630  1.276  7.043
H  -2.170  -0.345  7.277
H  -2.241  1.183  4.614
H  -0.795  -1.452  5.323
H  -0.026  0.167  5.310
H  0.311  -1.473  2.029
H  0.591  -2.228  3.552
H  1.488  -0.727  3.072
H  -3.160  -1.588  4.678
H  -4.171  -0.284  4.922
C  0.331  4.229  1.969
C  -1.082  3.603  1.947
C  -1.805  3.742  0.641
O  -3.053  3.102  0.763
C  -4.012  3.693  -0.052
N  -0.907  2.146  2.199
H  0.317  5.299  1.675
H  0.977  3.687  1.283
H  0.723  4.257  2.986
H  -1.622  4.045  2.790
H  -1.273  3.284  -0.210
H  -1.911  4.806  0.356
H  -4.919  3.098  -0.048
H  -3.647  3.730  -1.093
H  -4.209  4.732  0.257
H  -0.551  1.698  1.338
H  -0.181  1.995  2.891
C  4.293  -0.574  2.136
C  5.065  -1.698  1.443
C  4.056  -2.627  0.764
O  3.002  -3.006  1.659
C  2.591  -4.339  1.497
N  6.123  -1.164  0.571
H  4.972  0.253  2.345
H  3.827  -0.948  3.041
H  3.510  -0.200  1.469
H  5.588  -2.282  2.215
H  4.593  -3.499  0.354
H  3.597  -2.076  -0.076
H  1.837  -4.517  2.263
H  3.410  -5.035  1.732
H  2.202  -4.511  0.490
H  6.640  -1.934  0.153
H  5.694  -0.646  -0.220
C  3.942  -1.223  -3.353
C  4.698  0.082  -3.202
C  4.008  1.138  -4.069
O  4.470  2.443  -3.732
C  3.799  3.465  -4.448
N  4.689  0.510  -1.762
H  4.333  -1.999  -2.691
H  3.999  -1.603  -4.374
H  2.911  -1.044  -3.043
H  5.742  0.063  -3.529
H  2.916  1.099  -4.082
H  4.298  0.975  -5.132
H  3.681  4.296  -3.756
H  2.815  3.174  -4.835
H  4.377  3.743  -5.343
H  4.804  1.528  -1.798
H  3.742  0.445  -1.370

Orbital gap, hartree: 0.21306
Net charge: -1
Relative energy (zero: lowest compared OMol25 entry of this formula, charge and spin), kcal per mole: 0.0

Entry 6:
This record from OMol25 describes an isolated molecule of C6H10. The level of theory is the ωB97M-V functional and the def2-TZVPD basis.

Element x y z (Å)
C  -1.355  0.387  -0.077
C  -0.146  0.090  0.832
C  0.015  -1.431  0.898
C  -0.934  0.330  -1.504
C  0.555  0.516  -1.423
C  0.994  0.748  0.042
H  -1.620  1.467  -0.055
H  -2.274  -0.157  0.173
H  -0.247  0.506  1.843
H  -0.830  -1.893  1.420
H  0.944  -1.737  1.390
H  0.026  -1.843  -0.120
H  0.866  1.288  -2.137
H  0.984  -0.418  -1.827
H  1.045  1.822  0.265
H  1.977  0.326  0.282

Orbital gap, hartree: 0.32190
Relative energy (zero: lowest compared OMol25 entry of this formula, charge and spin), kcal per mole: 68.7

Entry 7:
This record from OMol25 describes a structure of composition C12H28N2S3Y. The level of theory is the ωB97M-V functional and the def2-TZVPD basis.

Element x y z (Å)
Y  0.282  0.226  0.423
C  1.320  2.806  2.151
N  1.655  2.219  0.824
C  3.111  1.914  0.785
C  1.304  3.204  -0.238
C  1.222  2.552  -1.592
N  0.137  1.535  -1.638
C  -1.197  2.192  -1.716
C  0.320  0.698  -2.857
H  1.838  3.758  2.294
H  1.633  2.132  2.950
H  0.246  2.996  2.224
H  3.692  2.825  0.948
H  3.400  1.496  -0.180
H  3.367  1.207  1.576
H  2.051  4.003  -0.271
H  0.359  3.676  0.035
H  2.158  2.055  -1.849
H  1.052  3.316  -2.357
H  -1.251  2.827  -2.603
H  -1.386  2.815  -0.842
H  -1.980  1.439  -1.789
H  0.339  1.330  -3.748
H  -0.508  -0.002  -2.956
H  1.260  0.149  -2.807
C  -1.950  -2.362  2.340
C  -2.846  -1.265  1.797
S  -2.461  -0.528  0.190
C  -2.482  -1.848  -1.049
C  -1.393  -2.904  -1.017
S  0.298  -2.235  -1.067
C  1.218  -3.217  0.157
C  0.565  -3.465  1.506
S  -0.152  -2.017  2.356
H  -2.099  -3.316  1.841
H  -2.227  -2.510  3.385
H  -2.861  -0.403  2.468
H  -3.872  -1.633  1.739
H  -2.483  -1.311  -2.000
H  -3.457  -2.333  -0.964
H  -1.501  -3.525  -1.908
H  -1.469  -3.560  -0.156
H  2.165  -2.682  0.270
H  1.460  -4.176  -0.306
H  1.336  -3.851  2.174
H  -0.211  -4.227  1.473

Orbital gap, hartree: 0.31438
Net charge: +3

Entry 8:
This record from OMol25 describes an isolated molecule of C7H12. The level of theory is the ωB97M-V functional and the def2-TZVPD basis.

Element x y z (Å)
C  -2.088  -0.435  0.803
C  -1.284  -0.577  -0.492
C  -0.292  0.385  -1.238
C  1.026  1.086  -1.032
C  1.439  0.911  0.422
C  0.966  -0.544  0.657
C  0.177  -0.917  -0.621
H  -2.982  0.174  0.610
H  -2.445  -1.414  1.154
H  -1.546  0.038  1.625
H  -1.940  -0.929  -1.285
H  -0.562  0.364  -2.296
H  1.724  0.208  -1.576
H  1.168  2.065  -1.505
H  2.523  1.006  0.498
H  0.995  1.628  1.126
H  0.390  -0.652  1.583
H  1.806  -1.236  0.737
H  1.011  -1.221  -1.373

SMILES: C[C@H]1[C@H]2CCC[C@@H]12
Orbital gap, hartree: 0.35178
Relative energy (zero: lowest compared OMol25 entry of this formula, charge and spin), kcal per mole: 81.1

Entry 9:
This record from OMol25 describes an isolated molecule of C5HCl7. The level of theory is the ωB97M-V functional and the def2-TZVPD basis.

Element x y z (Å)
Cl  -2.771  -2.920  -0.808
C  -1.429  -1.859  -0.580
Cl  -0.503  -1.777  -1.991
C  -1.102  -1.193  0.561
Cl  -2.125  -1.163  1.914
C  0.084  -0.197  0.439
Cl  0.454  0.711  1.937
C  1.391  -0.752  -0.013
Cl  2.292  0.458  -0.802
C  2.086  -1.858  0.403
Cl  1.142  -2.940  1.395
Cl  3.640  -2.352  -0.163
H  -0.463  0.545  -0.247

SMILES: ClC(Cl)=C(Cl)C(Cl)C(Cl)=C(Cl)Cl
Orbital gap, hartree: 0.34710

Entry 10:
This record from OMol25 describes an isolated molecule of C3H4Cl2O. The level of theory is the ωB97M-V functional and the def2-TZVPD basis.

Element x y z (Å)
C  -1.008  0.453  -0.393
C  0.089  -0.636  -0.259
Cl  -0.596  -1.923  0.731
C  1.275  0.029  0.632
O  1.807  -0.367  1.591
Cl  1.803  1.589  -0.049
H  -1.502  0.577  0.610
H  -1.918  0.097  -0.869
H  -0.437  1.313  -0.774
H  0.488  -1.132  -1.220

SMILES: C[C@H](Cl)C(=O)Cl
Orbital gap, hartree: 0.42139
Relative energy (zero: lowest compared OMol25 entry of this formula, charge and spin), kcal per mole: 12.3

Entry 11:
This record from OMol25 describes the ion C5H8F5N3P with charge +1. The level of theory is the ωB97M-V functional and the def2-TZVPD basis.

Element x y z (Å)
C  1.232  0.780  2.301
N  0.396  -0.201  1.591
P  -1.140  0.274  1.082
F  -1.801  -1.055  1.505
N  -0.935  -0.156  -0.576
C  -1.419  0.577  -1.627
N  -0.399  1.840  -1.691
C  -0.625  -1.467  -0.867
F  -1.268  -1.996  -1.907
C  0.341  -2.069  -0.185
F  0.739  -3.323  -0.214
C  1.142  -1.180  0.838
F  2.032  -0.415  -0.045
F  1.950  -1.873  1.564
H  0.581  0.955  3.170
H  2.119  0.207  2.549
H  1.424  1.616  1.590
H  -2.365  1.051  -1.391
H  -1.375  0.014  -2.682
H  0.605  1.549  -1.578
H  -0.678  2.455  -0.924
H  -0.554  2.419  -2.503

SMILES: CN1P(F)N(C[NH3+])C(F)=C(F)C1(F)F
Orbital gap, hartree: 0.34103
Net charge: +1
Relative energy (zero: lowest compared OMol25 entry of this formula, charge and spin), kcal per mole: 45.6

Entry 12:
This record from OMol25 describes an isolated molecule of C6H13NO. The level of theory is the ωB97M-V functional and the def2-TZVPD basis.

Element x y z (Å)
C  0.989  -1.108  -1.586
C  0.580  -0.222  -0.412
C  1.789  0.062  0.481
C  -0.529  -1.122  0.507
N  -1.387  -0.299  1.298
C  -1.943  0.774  0.528
C  -0.715  1.636  -0.126
O  0.131  0.980  -1.033
H  1.784  -0.632  -2.153
H  0.142  -1.264  -2.264
H  1.351  -2.074  -1.237
H  1.497  0.568  1.398
H  2.500  0.694  -0.052
H  2.282  -0.867  0.758
H  -0.021  -1.849  1.132
H  -1.140  -1.650  -0.226
H  -0.894  0.058  2.112
H  -2.539  0.363  -0.292
H  -2.546  1.433  1.165
H  -1.188  2.431  -0.697
H  -0.144  2.089  0.702

SMILES: CC1(C)CNCCO1
Orbital gap, hartree: 0.33590
Relative energy (zero: lowest compared OMol25 entry of this formula, charge and spin), kcal per mole: 37.1

| no. | E (hartree) |
| --- | --- |
| 1 | -1320.3391 |
| 2 | -1768.3276 |
| 3 | -1347.8476 |
| 4 | -1287.1802 |
| 5 | -1848.9498 |
| 6 | -234.4930 |
| 7 | -1815.4955 |
| 8 | -273.7792 |
| 9 | -3412.4114 |
| 10 | -1112.3190 |
| 11 | -1200.0098 |
| 12 | -366.3748 |